[1]
Molecular formula: C12H10ClErF5
Method: DFT, wB97M-V/def2-TZVPD

Maximum force in eV/Å: 2.908
E_tot in eV: -66338.340
Energy above the lowest of the compared OMol25 structures with the same formula, charge and spin in kcal/mol: 13.5
HOMO level (alpha / beta) in hartree: -0.1039 / -0.1040
Spin multiplicity: 4
Total charge: -1

Geometry (Å):
C  -3.165  -1.295  -0.436
C  -2.140  -1.504  -1.414
C  -1.543  -0.266  -1.725
H  -1.940  -2.435  -1.928
C  -2.134  0.722  -0.918
C  -3.172  0.121  -0.132
H  -3.890  0.640  0.509
H  -3.920  -2.020  -0.111
H  -0.919  -0.079  -2.591
H  -1.970  1.795  -1.028
Er  -1.390  -1.012  1.300
Cl  -0.421  -3.283  1.269
C  3.069  -0.029  -0.233
C  2.545  1.187  -0.775
C  1.865  0.902  -1.991
H  2.624  2.169  -0.333
C  2.070  -0.501  -2.273
C  2.816  -1.051  -1.174
H  3.054  -2.091  -1.073
H  3.586  -0.133  0.712
H  1.376  1.614  -2.650
H  1.728  -1.023  -3.161
F  -1.789  0.200  3.007
C  -0.193  1.009  2.006
F  -0.727  2.274  1.896
C  0.886  1.032  3.072
F  0.443  1.601  4.222
F  1.275  -0.263  3.364
F  1.976  1.719  2.588


[2]
Molecular formula: C3H13NO3
Method: DFT, wB97M-V/def2-TZVPD

Maximum force in eV/Å: 1.525
E_tot in eV: -10953.773
SMILES: NCCCO.O.O
Energy above the lowest of the compared OMol25 structures with the same formula, charge and spin in kcal/mol: 23.0
HOMO level in hartree: -0.3543
Total charge: 0

Geometry (Å):
C  0.309  1.592  0.348
C  -0.039  0.540  -0.682
C  -0.682  1.155  -1.897
O  -0.858  0.325  -3.038
N  -0.166  1.150  1.675
H  1.392  1.716  0.400
H  -0.166  2.543  0.086
H  0.855  -0.028  -0.940
H  -0.749  -0.101  -0.152
H  -1.615  1.675  -1.660
H  0.020  1.915  -2.269
H  -0.886  -0.597  -2.754
H  -0.024  1.847  2.398
H  -1.175  1.070  1.583
H  -1.726  -3.362  -3.470
H  -0.270  -3.603  -3.047
O  -1.162  -3.497  -2.703
H  1.671  -1.803  5.678
H  2.676  -0.988  4.835
O  2.596  -1.551  5.608


[3]
Molecular formula: C32H48CaCl4F10KNNaO16PS
Method: DFT, wB97M-V/def2-TZVPD

Maximum force in eV/Å: 5.739
E_tot in eV: -204773.381
Energy above the lowest of the compared OMol25 structures with the same formula, charge and spin in kcal/mol: 0.0
HOMO level in hartree: -0.2051
Total charge: 0

Geometry (Å):
C  -4.599  0.918  1.190
C  -3.643  1.962  1.662
O  -3.732  2.445  2.791
N  -2.700  2.412  0.754
C  -2.255  3.779  1.106
C  -1.595  1.417  0.560
O  -1.862  0.737  -0.586
C  -2.104  -0.675  -0.682
C  -2.091  -0.833  -2.201
C  -3.437  -0.330  -2.666
C  -1.760  -2.224  -2.728
C  -0.361  -2.695  -2.342
C  -1.873  -2.266  -4.271
O  -1.533  0.563  1.697
C  -0.418  0.956  2.394
O  -0.343  1.025  3.575
O  0.519  1.230  1.486
C  -0.169  2.057  0.451
C  0.589  1.870  -0.843
C  1.224  0.505  -1.075
C  2.697  0.372  -0.722
F  3.391  0.373  -1.898
F  3.194  1.393  -0.007
C  3.100  -0.996  -0.090
F  4.390  -1.212  -0.353
F  2.402  -1.975  -0.727
C  2.919  -1.220  1.455
F  3.992  -1.900  1.903
F  2.836  -0.097  2.160
C  1.703  -2.124  1.801
F  1.445  -2.038  3.153
F  1.943  -3.398  1.547
F  0.589  -1.734  1.204
H  -5.500  0.999  1.791
H  -4.869  1.115  0.157
H  -4.183  -0.078  1.312
H  -1.529  3.803  1.918
H  -3.113  4.391  1.352
H  -1.786  4.209  0.223
H  -1.349  -1.294  -0.196
H  -3.087  -0.950  -0.306
H  -1.357  -0.095  -2.535
H  -4.288  -0.875  -2.255
H  -3.498  0.725  -2.420
H  -3.563  -0.389  -3.739
H  -2.539  -2.908  -2.367
H  -0.332  -3.755  -2.504
H  -0.101  -2.510  -1.295
H  0.386  -2.192  -2.951
H  -0.929  -2.610  -4.700
H  -2.048  -1.282  -4.691
H  -2.632  -2.965  -4.609
H  -0.019  3.056  0.828
H  -0.106  2.031  -1.664
H  1.298  2.689  -0.915
H  1.146  0.306  -2.140
H  0.647  -0.272  -0.585
K  -0.272  -5.083  -1.578
O  -1.569  2.132  -3.558
P  -2.287  3.379  -3.069
O  -3.712  2.904  -2.807
O  -2.258  4.411  -4.189
O  -1.676  3.979  -1.806
C  2.030  -7.944  2.026
Cl  1.280  -8.183  0.421
Cl  1.022  -8.584  3.312
H  2.979  -8.463  2.025
H  2.170  -6.881  2.187
Cl  -0.326  7.465  1.665
C  -1.084  8.409  0.342
C  -2.406  7.828  -0.084
Cl  -2.205  6.256  -0.904
H  -0.381  8.438  -0.486
H  -1.218  9.420  0.723
H  -2.886  8.509  -0.786
H  -3.065  7.691  0.771
O  7.064  -2.871  6.855
S  7.206  -1.448  6.994
O  6.358  -0.750  7.906
O  7.098  -0.799  5.555
C  5.952  -1.161  4.747
C  4.685  -0.455  5.178
C  8.880  -1.029  7.304
H  5.828  -2.246  4.757
H  6.223  -0.877  3.733
H  4.358  -0.792  6.162
H  3.888  -0.663  4.463
H  4.835  0.623  5.238
H  9.511  -1.543  6.584
H  9.106  -1.359  8.316
H  8.988  0.049  7.223
F  -3.744  1.091  -5.134
C  -4.869  1.475  -5.785
C  -5.195  2.808  -5.770
C  -6.324  3.218  -6.460
C  -7.107  2.259  -7.112
C  -6.755  0.907  -7.078
C  -5.604  0.504  -6.410
H  -4.533  3.483  -5.243
H  -6.600  4.263  -6.480
H  -7.999  2.567  -7.642
H  -7.369  0.166  -7.572
H  -5.273  -0.528  -6.345
Ca  2.083  -2.924  5.192
C  -5.011  -3.479  -5.093
O  -5.566  -2.594  -5.778
O  -4.381  -2.935  -3.891
O  -4.886  -4.689  -5.241
H  -4.610  -2.004  -4.000
Na  -4.629  3.200  4.576
C  9.529  -4.522  4.675
O  8.115  -4.488  4.583
H  9.900  -5.113  3.841
H  9.961  -3.517  4.607
H  9.858  -4.988  5.608
H  7.786  -3.963  5.323


[4]
Molecular formula: C4H4O
Method: DFT, wB97M-V/def2-TZVPD

Maximum force in eV/Å: 2.992
E_tot in eV: -6257.427
SMILES: C#C/C=C\O
Energy above the lowest of the compared OMol25 structures with the same formula, charge and spin in kcal/mol: 45.0
HOMO level in hartree: -0.3291
Total charge: 0

Geometry (Å):
C  0.618  -1.193  0.077
C  1.001  0.082  0.019
O  -0.741  -1.576  -0.074
C  0.015  1.116  0.046
C  -1.046  1.688  -0.088
H  -1.394  -0.901  0.177
H  1.273  -2.049  -0.015
H  2.046  0.361  -0.073
H  -1.772  2.471  -0.069